Record 1
DFT (wB97M-V/def2-TZVPD) results for 11 unconnected molecules or ions with the total composition C15H52N10O11.

Geometry as XYZ:
```
88
Properties=species:S:1:pos:R:3:lowdin_charge:R:1
C 7.64 -5.80 -8.11 -0.067
C 6.18 -5.47 -7.76 -0.289
O 5.97 -4.06 -7.98 -0.068
H 8.31 -5.14 -7.52 0.058
H 7.84 -5.66 -9.16 0.058
H 7.93 -6.86 -7.86 0.064
H 5.90 -5.72 -6.77 0.063
H 5.43 -6.11 -8.24 0.089
H 5.08 -4.00 -8.30 0.063
C 7.20 -12.66 -6.18 -0.071
C 7.16 -13.38 -4.83 -0.269
O 8.14 -12.84 -3.93 -0.107
H 8.12 -12.60 -6.71 0.057
H 6.90 -11.63 -6.08 0.034
H 6.57 -13.03 -6.96 0.054
H 7.30 -14.39 -5.06 0.082
H 6.18 -13.35 -4.38 0.108
H 7.74 -12.08 -3.47 -0.019
C 2.33 -7.29 -5.91 -0.105
C 3.19 -6.26 -5.21 -0.245
O 4.49 -6.93 -5.21 -0.173
H 2.24 -8.27 -5.49 0.060
H 2.70 -7.58 -6.91 0.046
H 1.25 -7.00 -6.07 0.088
H 2.95 -6.22 -4.14 0.121
H 3.21 -5.28 -5.76 0.119
H 5.11 -6.51 -4.57 0.027
C 10.74 -9.84 -9.46 -0.071
C 9.40 -9.93 -8.75 -0.304
O 8.57 -11.07 -8.93 -0.112
H 10.64 -10.06 -10.53 0.074
H 11.44 -10.63 -9.07 0.096
H 11.24 -8.98 -9.29 0.031
H 8.84 -8.99 -8.89 0.094
H 9.59 -10.00 -7.65 0.119
H 8.67 -11.53 -9.81 0.129
C 6.82 -10.16 -3.72 -0.549
O 5.52 -9.91 -4.22 -0.112
N 6.95 -10.86 -2.57 0.095
N 7.96 -9.81 -4.31 0.142
H 6.13 -11.13 -1.98 0.158
H 7.90 -10.98 -2.07 0.166
H 7.90 -9.40 -5.29 0.071
H 8.80 -10.06 -3.86 0.101
C 4.04 -8.48 -10.51 -0.476
O 4.44 -9.85 -10.68 -0.173
N 3.92 -7.90 -9.34 0.192
N 3.74 -7.70 -11.56 0.133
H 4.43 -8.29 -8.53 0.053
H 3.39 -7.08 -9.20 0.104
H 3.92 -8.09 -12.53 0.142
H 3.79 -6.65 -11.63 0.140
C 2.82 -11.64 -7.78 -0.553
O 2.57 -10.44 -7.01 -0.159
N 1.90 -12.44 -8.12 0.175
N 4.01 -12.05 -8.13 0.174
H 0.99 -12.24 -7.75 0.126
H 1.99 -13.33 -8.51 0.098
H 4.80 -11.44 -7.94 0.046
H 4.25 -13.00 -8.63 0.189
C 6.07 -9.47 -7.33 -0.558
O 7.23 -9.05 -6.75 -0.125
N 4.90 -9.01 -7.08 0.154
N 6.07 -10.26 -8.40 0.144
H 4.94 -8.28 -6.33 0.099
H 3.95 -9.42 -7.23 0.070
H 7.02 -10.69 -8.53 0.082
H 5.49 -10.11 -9.22 0.057
C 7.65 -5.83 -4.53 -0.623
O 6.42 -5.63 -3.97 -0.097
N 8.24 -6.96 -4.76 0.191
N 8.38 -4.80 -4.86 0.140
H 7.71 -7.76 -4.50 0.063
H 9.12 -7.04 -5.35 0.159
H 7.79 -3.94 -5.05 0.154
H 9.20 -4.83 -5.48 0.113
C 2.53 -12.70 -11.45 -0.209
O 3.83 -12.33 -11.31 -0.131
H 2.62 -13.76 -11.43 0.069
H 2.12 -12.39 -12.43 0.083
H 1.94 -12.32 -10.62 0.060
H 3.96 -11.48 -10.90 -0.010
C 7.08 -8.11 -11.54 -0.161
O 8.45 -8.20 -11.78 -0.079
H 6.80 -9.12 -11.27 0.073
H 6.50 -7.77 -12.38 0.071
H 6.93 -7.50 -10.72 0.049
H 8.55 -8.87 -12.40 0.041
```

LUMO energy = 0.21 eV
HOMO-LUMO gap = 8.937 eV
energy relative to the best compared isomer or geometry (same formula, charge and spin) = 18.2 kcal per mole

=====

Record 2
DFT (wB97M-V/def2-TZVPD) results for 11 unconnected molecules or ions with the total composition C15H52O15.

Geometry as XYZ:
```
82
Properties=species:S:1:pos:R:3:lowdin_charge:R:1
C 0.48 -3.32 -1.91 -0.144
O 0.50 -4.62 -2.49 -0.120
H 0.37 -3.40 -0.83 0.053
H 1.37 -2.77 -2.22 0.080
H -0.40 -2.76 -2.24 0.071
H 1.04 -5.20 -1.94 0.068
C 0.25 0.18 0.17 -0.149
O -0.32 0.50 -1.08 -0.137
H 1.33 0.38 0.12 0.061
H -0.11 0.85 0.96 0.069
H 0.08 -0.87 0.43 0.066
H -1.23 0.85 -0.95 0.028
C 0.98 3.80 1.00 -0.166
O 1.78 4.94 0.70 -0.124
H 1.43 3.25 1.83 0.070
H 0.01 4.13 1.36 0.070
H 0.86 3.22 0.08 0.068
H 2.64 4.59 0.41 0.035
C -1.27 -1.63 4.31 -0.104
O -1.66 -0.93 3.13 -0.145
H -1.58 -1.07 5.19 0.086
H -1.65 -2.65 4.32 0.092
H -0.18 -1.67 4.29 0.055
H -1.66 0.02 3.25 0.081
C -3.32 -1.84 0.07 -0.150
O -2.54 -2.54 1.02 -0.129
H -3.06 -0.78 -0.09 0.061
H -3.18 -2.29 -0.92 0.070
H -4.38 -1.87 0.32 0.084
H -2.23 -1.88 1.67 0.024
C 2.11 -0.04 3.42 -0.161
O 2.60 -0.94 4.41 -0.116
H 1.09 0.27 3.64 0.066
H 2.72 0.87 3.35 0.073
H 2.13 -0.53 2.45 0.072
H 2.45 -0.51 5.25 0.080
C -3.48 -0.63 -3.30 -0.187
O -4.43 -1.62 -3.57 -0.103
H -3.90 0.07 -2.58 0.074
H -2.54 -0.96 -2.82 0.060
H -3.22 -0.03 -4.18 0.077
H -4.19 -2.15 -4.34 0.079
C 1.17 1.37 -4.34 -0.257
C -0.33 1.20 -4.31 -0.252
O -0.87 0.75 -5.56 -0.068
O 1.87 0.15 -4.16 -0.052
H 1.43 2.13 -3.59 0.106
H 1.46 1.88 -5.26 0.125
H -0.73 2.20 -4.10 0.121
H -0.71 0.58 -3.50 0.090
H -0.43 -0.09 -5.75 0.084
H 2.31 -0.06 -4.99 0.083
C 3.83 2.52 -1.03 -0.213
C 4.19 1.65 0.16 -0.259
O 5.59 1.63 0.36 -0.049
O 4.04 3.91 -0.75 -0.070
H 2.78 2.36 -1.24 0.105
H 4.40 2.28 -1.93 0.130
H 3.78 0.65 0.01 0.115
H 3.71 2.07 1.05 0.109
H 5.83 1.03 1.07 0.086
H 4.91 4.17 -1.06 0.098
C -3.86 3.70 0.30 -0.246
C -3.04 2.42 0.26 -0.223
O -2.61 2.11 -1.07 -0.083
O -3.02 4.84 0.24 -0.056
H -4.44 3.65 1.23 0.122
H -4.58 3.72 -0.53 0.125
H -3.69 1.60 0.57 0.118
H -2.21 2.47 0.96 0.114
H -2.08 2.86 -1.37 0.105
H -3.48 5.57 0.66 0.088
C 1.59 -4.13 3.20 -0.237
C 0.66 -4.02 2.00 -0.282
O -0.48 -4.82 2.15 -0.048
O 1.97 -5.49 3.36 -0.059
H 1.02 -3.75 4.05 0.107
H 2.51 -3.58 3.11 0.116
H 1.24 -4.29 1.10 0.108
H 0.39 -2.97 1.81 0.099
H -1.11 -4.67 1.44 0.079
H 1.26 -5.98 3.78 0.084
```

LUMO energy = 0.03 eV
HOMO-LUMO gap = 10.000 eV
energy relative to the best compared isomer or geometry (same formula, charge and spin) = 39.7 kcal per mole

=====

Record 3
DFT (wB97M-V/def2-TZVPD) results for 14 unconnected molecules or ions with the total composition C15H58O15.

Geometry as XYZ:
```
88
Properties=species:S:1:pos:R:3:lowdin_charge:R:1
C -0.65 -12.31 -0.54 -0.167
C -1.84 -13.33 -0.69 -0.191
O -2.17 -13.46 -2.06 -0.063
O -1.02 -10.98 -0.90 -0.082
H 0.21 -12.65 -1.11 0.112
H -0.28 -12.29 0.49 0.109
H -2.68 -12.98 -0.09 0.091
H -1.53 -14.32 -0.36 0.102
H -1.62 -14.18 -2.39 0.056
H -1.07 -10.99 -1.85 0.051
C 2.16 -8.97 0.65 -0.190
O 2.49 -7.93 -0.20 -0.097
H 1.63 -8.51 1.48 0.068
H 1.38 -9.54 0.15 0.059
H 2.95 -9.65 0.97 0.095
H 2.83 -8.23 -1.05 0.088
C -4.84 -12.10 -3.74 -0.185
O -5.01 -11.62 -5.05 -0.100
H -3.88 -11.70 -3.43 0.046
H -5.63 -11.81 -3.04 0.073
H -4.81 -13.19 -3.68 0.090
H -5.15 -10.67 -4.99 0.079
C -1.36 -10.98 -4.94 -0.108
O -0.70 -11.07 -3.68 -0.133
H -1.41 -11.88 -5.57 0.086
H -2.41 -10.74 -4.77 0.062
H -0.91 -10.18 -5.52 0.088
H 0.17 -11.44 -3.81 0.094
C 0.88 -10.06 4.13 -0.137
O 0.82 -11.12 3.19 -0.068
H -0.04 -9.54 4.41 0.079
H 1.37 -10.21 5.09 0.093
H 1.30 -9.16 3.68 0.069
H -0.02 -10.99 2.74 0.027
C -5.45 -13.06 -0.11 -0.167
O -5.64 -11.97 0.66 -0.094
H -6.42 -13.44 -0.43 0.102
H -4.79 -12.84 -0.95 0.073
H -5.00 -13.91 0.41 0.081
H -5.91 -12.31 1.52 0.117
C -1.20 -16.96 -1.67 -0.145
O -0.36 -15.94 -2.17 -0.133
H -1.53 -16.82 -0.65 0.081
H -1.95 -17.18 -2.43 0.084
H -0.80 -17.98 -1.59 0.078
H -0.25 -16.07 -3.12 0.036
C -0.86 -7.69 -2.38 -0.155
O -1.79 -6.63 -2.30 -0.110
H -0.29 -7.96 -1.49 0.056
H -1.39 -8.56 -2.76 0.062
H -0.13 -7.44 -3.15 0.085
H -1.40 -5.81 -1.99 0.084
C -4.26 -9.46 -1.11 -0.067
O -5.40 -9.49 -0.30 0.089
H -3.49 -10.13 -0.74 0.093
H -4.38 -9.64 -2.18 0.114
H -3.91 -8.42 -1.10 0.105
H -5.54 -10.37 0.04 0.049
C -2.96 -12.85 2.95 -0.114
O -3.22 -14.10 2.29 -0.131
H -2.16 -12.97 3.68 0.087
H -2.80 -12.00 2.29 0.060
H -3.83 -12.54 3.52 0.084
H -4.10 -14.47 2.44 0.086
C 0.00 -15.93 -6.30 -0.121
O -0.63 -16.02 -5.03 -0.138
H 0.28 -14.91 -6.55 0.077
H 0.88 -16.55 -6.19 0.090
H -0.67 -16.31 -7.08 0.086
H -1.38 -15.43 -5.02 0.081
C 0.46 -14.76 2.37 -0.142
O -0.54 -15.14 3.27 -0.113
H 0.00 -14.87 1.39 0.062
H 0.58 -13.69 2.53 0.060
H 1.39 -15.32 2.40 0.093
H -1.38 -14.89 2.88 0.023
C 2.84 -13.83 -1.73 -0.159
O 3.59 -14.65 -2.63 -0.105
H 1.84 -14.23 -1.59 0.046
H 3.26 -13.67 -0.74 0.087
H 2.66 -12.87 -2.22 0.064
H 3.11 -14.66 -3.46 0.068
C -1.36 -8.70 1.25 -0.073
O -1.18 -10.05 1.51 -0.070
H -1.44 -8.19 2.21 0.105
H -0.52 -8.30 0.68 0.079
H -2.34 -8.66 0.79 0.095
H -1.18 -10.55 0.68 0.018
```

spin multiplicity = 2
LUMO energy (alpha / beta) = -2.26 / -9.33 eV
HOMO-LUMO gap (alpha / beta) = 9.740 / 2.516 eV
charge = +1
⟨S²⟩ = 0.755

=====

We obtain molar mass values of 548.6 472.6 478.6 g/mol for the records listed above, in that order.
We obtain total energy values of -1977.8025 -1731.0934 -1734.2460 Ha for the records listed above, in that order.
We obtain max |F| values of 7.730 1.653 3.459 eV Å⁻¹ for the records listed above, in that order.